(1)
The following is a DFT calculation (ωB97M-V/def2-TZVPD) of a 2-piece molecular cluster, C26H47BF4N3O6S2 overall.

CARTESIAN COORDINATES (ANGSTROEM)
C (-0.0101, 4.4691, 2.7473)
C (1.0493, 3.8853, 1.8134)
O (0.4720, 2.7230, 1.2357)
C (0.9741, 2.1667, 0.0410)
S (2.7692, 2.4488, -0.1551)
C (0.9194, 0.6430, 0.3444)
B (1.6305, 0.3327, 1.7754)
O (0.9607, 0.5043, 2.9602)
C (3.0973, -0.2636, 1.8183)
C (3.4286, -1.0100, 3.1132)
C (-0.5524, 0.2274, 0.4771)
C (-0.7725, -1.2391, 0.9166)
C (-1.5486, -1.3489, 2.2302)
C (-3.0044, -0.8808, 2.0534)
C (-4.0150, -2.0298, 1.9183)
C (-3.6198, -3.1165, 0.9222)
C (-3.9734, -2.7658, -0.5135)
C (-3.5647, -3.9290, -1.4336)
S (-1.9358, -3.6620, -2.2115)
C (-0.8740, -4.4298, -1.0706)
N (-1.1097, -5.5029, -0.4225)
N (-0.0189, -5.7008, 0.3797)
C (0.8054, -4.7767, 0.1592)
O (0.3059, -3.9033, -0.7711)
C (-1.2362, 0.4114, -0.9073)
C (-0.6020, 1.4333, -1.8623)
C (0.0497, 0.8059, -3.1067)
C (1.3005, -0.0586, -3.0438)
C (1.1354, -1.4701, -2.5057)
F (2.4026, 0.5892, -2.5120)
N (0.0981, 2.5852, -1.1618)
C (0.8106, 3.3772, -2.2145)
C (1.2707, 4.7950, -1.8733)
O (2.0561, 5.3317, -2.6320)
C (-0.9974, 3.4524, -0.6257)
O (-1.6877, 4.0706, -1.7093)
C (-3.0400, 4.1525, -1.5064)
F (-3.5486, 4.9275, -2.4493)
F (-3.5983, 2.9390, -1.5914)
F (-3.3340, 4.6773, -0.3154)
H (-0.8673, 4.7284, 2.1269)
H (0.3427, 5.4036, 3.1671)
H (-0.3294, 3.7502, 3.4895)
H (1.2655, 4.6723, 1.0971)
H (1.9149, 3.6697, 2.4284)
H (2.9362, 3.7787, -0.2761)
H (1.4970, 0.0488, -0.3567)
H (0.8508, -0.3295, 3.4270)
H (3.8462, 0.4789, 1.5606)
H (3.1200, -0.9984, 1.0073)
H (4.2962, -1.6345, 2.9203)
H (2.6451, -1.6854, 3.4448)
H (3.7461, -0.3321, 3.8959)
H (-1.0805, 0.8538, 1.1836)
H (0.1388, -1.8378, 0.9219)
H (-1.4256, -1.7098, 0.1874)
H (-1.5652, -2.3704, 2.6020)
H (-1.1225, -0.7259, 3.0107)
H (-3.2955, -0.2968, 2.9211)
H (-3.1182, -0.2223, 1.1926)
H (-4.2727, -2.4267, 2.8933)
H (-4.9392, -1.5893, 1.5436)
H (-4.2128, -3.9963, 1.1633)
H (-2.5812, -3.4201, 1.0259)
H (-3.4758, -1.8567, -0.8478)
H (-5.0441, -2.6199, -0.6340)
H (-4.2796, -4.1210, -2.2234)
H (-3.4786, -4.8367, -0.8453)
H (1.7723, -4.6578, 0.5973)
H (-2.2867, 0.6281, -0.7300)
H (-1.2421, -0.5187, -1.4599)
H (-1.4922, 1.8460, -2.3240)
H (0.1737, 1.5056, -3.9257)
H (-0.7165, 0.1374, -3.4879)
H (1.5638, -0.2315, -4.0874)
H (2.1105, -1.9456, -2.5058)
H (0.5244, -2.0040, -3.2252)
H (0.6876, -1.5126, -1.5231)
H (0.1779, 3.4940, -3.0850)
H (1.6812, 2.8623, -2.5940)
H (0.9383, 5.3551, -0.9783)
H (-1.6671, 2.8903, 0.0096)
H (-0.6187, 4.2774, -0.0440)
C (5.7926, -3.2109, -0.3435)
O (5.0960, -2.2964, 0.5053)
H (5.2128, -4.1288, -0.3914)
H (5.8949, -2.8016, -1.3513)
H (6.7809, -3.4372, 0.0610)
H (5.6124, -1.4872, 0.5451)

Properties
HOMO level ... -0.4174 Eh
Charge ... +1
Kohn-Sham gap ... 8.71 eV
Multiplicity ... 1

Atomic partial charges in e from the Mulliken method, atoms 1 to 8: atom 1 (C): -1.37, atom 2 (C): -0.10, atom 3 (O): 0.04, atom 4 (C): 0.44, atom 5 (S): -0.22, atom 6 (C): -1.62, atom 7 (B): 0.53, atom 8 (O): -0.73

***

(2)
The following is a DFT calculation (ωB97M-V/def2-TZVPD) of a 7-piece molecular cluster, C26H47BrIN2O8PS7 overall.

CARTESIAN COORDINATES (ANGSTROEM)
N (1.7916, -1.4588, -0.8011)
P (1.9599, -0.3081, 0.5106)
O (3.0257, 0.7563, -0.1376)
C (3.0892, -1.3043, 1.5775)
C (4.2989, -0.7275, 1.9608)
C (5.1774, -1.3987, 2.8039)
C (4.8539, -2.6771, 3.2556)
C (3.6588, -3.2602, 2.8735)
C (2.7562, -2.5767, 2.0618)
C (1.4400, -3.2586, 1.7446)
C (0.6831, -3.6863, 2.9786)
O (0.2696, -4.7773, 3.2074)
I (0.3104, -2.0817, 4.3851)
S (5.9767, -3.5104, 4.3378)
C (7.4769, -2.9644, 3.5803)
C (8.6103, -3.7645, 3.4561)
Br (8.5934, -5.5309, 4.1120)
C (9.7747, -3.2795, 2.8791)
C (9.8043, -1.9805, 2.3974)
C (8.6871, -1.1709, 2.4990)
C (7.5323, -1.6585, 3.0949)
N (6.3974, -0.8366, 3.2072)
H (2.1903, -1.0753, -1.6528)
H (2.3184, -2.3066, -0.6128)
H (3.7673, 0.3363, -0.5933)
H (4.5627, 0.2620, 1.6061)
H (3.4213, -4.2546, 3.2371)
H (1.5874, -4.1554, 1.1398)
H (0.7650, -2.5898, 1.2044)
H (10.6483, -3.9098, 2.7970)
H (10.7075, -1.6020, 1.9334)
H (8.6261, -0.1528, 2.1377)
H (6.5556, 0.0832, 2.8122)
C (-1.8382, -0.7676, -2.2152)
S (-0.5724, 0.4060, -2.6924)
O (-0.3422, 1.2967, -1.5219)
C (-1.5756, 1.3280, -3.8575)
H (-1.3989, -1.4166, -1.4596)
H (-2.7030, -0.2404, -1.8096)
H (-2.1316, -1.3548, -3.0858)
H (-2.4488, 1.7060, -3.3328)
H (-1.8778, 0.6816, -4.6813)
H (-0.9791, 2.1548, -4.2405)
C (9.0981, 1.7160, -1.0092)
S (8.9868, 2.1380, 0.7307)
O (7.6606, 1.6423, 1.2026)
C (8.8081, 3.9070, 0.5016)
H (9.1671, 0.6324, -1.0793)
H (8.2033, 2.0670, -1.5225)
H (9.9931, 2.1708, -1.4334)
H (7.9330, 4.1014, -0.1176)
H (9.7106, 4.3028, 0.0364)
H (8.6746, 4.3529, 1.4846)
C (-1.4824, 0.3549, -9.0924)
S (-1.8220, 1.0600, -7.4751)
O (-3.1664, 0.5860, -7.0620)
C (-2.0137, 2.7531, -8.0450)
H (-1.3767, -0.7201, -8.9646)
H (-2.3151, 0.5697, -9.7619)
H (-0.5541, 0.7731, -9.4812)
H (-2.8112, 2.7957, -8.7865)
H (-1.0716, 3.1020, -8.4678)
H (-2.2772, 3.3608, -7.1819)
C (-6.4281, 2.2896, -0.4844)
S (-5.4733, 2.0444, -1.9820)
O (-5.0174, 0.6267, -1.9836)
C (-4.0928, 3.0529, -1.4179)
H (-7.3473, 1.7123, -0.5710)
H (-5.8433, 1.9295, 0.3644)
H (-6.6678, 3.3464, -0.3666)
H (-3.7018, 2.6421, -0.4869)
H (-4.4429, 4.0746, -1.2710)
H (-3.3165, 3.0468, -2.1756)
C (-5.3535, -0.6153, 4.4606)
S (-4.8886, -0.0896, 2.8085)
O (-5.5026, 1.2554, 2.6030)
C (-5.9172, -1.2689, 1.9357)
H (-4.8471, 0.0363, 5.1696)
H (-6.4347, -0.5263, 4.5698)
H (-5.0314, -1.6455, 4.6114)
H (-6.9502, -1.1314, 2.2556)
H (-5.5649, -2.2786, 2.1496)
H (-5.8150, -1.0648, 0.8705)
C (-10.0479, 1.9557, 1.9355)
S (-9.9319, 0.5857, 3.0878)
O (-8.9160, -0.3433, 2.5262)
C (-11.5383, -0.1270, 2.7166)
H (-9.1050, 2.4968, 1.9849)
H (-10.2043, 1.5670, 0.9293)
H (-10.8675, 2.6105, 2.2315)
H (-11.5905, -0.3665, 1.6548)
H (-12.3202, 0.5798, 2.9943)
H (-11.6374, -1.0350, 3.3072)

Properties
HOMO level ... -0.2782 Eh
Kohn-Sham gap ... 7.94 eV
Multiplicity ... 1

Atomic partial charges in e from the Mulliken method, atoms 1 to 8: atom 1 (N): -0.57, atom 2 (P): 0.40, atom 3 (O): -0.54, atom 4 (C): 0.58, atom 5 (C): -0.98, atom 6 (C): 0.42, atom 7 (C): 0.58, atom 8 (C): -1.00